[1]
ORCA calculation (ωB97M-V with the def2-TZVPD basis set) on C2H2N2O2 in the gas phase at a distorted geometry.

Values from the calculation:
E	-337.30854	Eh
SMILES string	Oc1ncno1
ΔE to the lowest compared entry with this formula, charge and spin	72.7	kcal per mole

Element x y z (Å)
O 2.020 -0.188 -0.146
C 0.635 -0.077 0.142
N -0.202 -1.131 0.008
C -1.387 -0.583 0.092
N -1.453 0.732 -0.112
O 0.014 1.083 0.030
H 2.192 0.713 0.447
H -2.368 -1.116 -0.202

[2]
ORCA calculation (ωB97M-V with the def2-TZVPD basis set) on 2 unconnected molecules or ions with the total composition C5H9NO at a distorted geometry.

Values from the calculation:
E	-325.85437	Eh
SMILES string	C=C(C)C#N.CO
ΔE to the lowest compared entry with this formula, charge and spin	52.2	kcal per mole

Element x y z (Å)
C 0.140 0.421 -1.384
C 0.050 -0.908 -1.280
C -0.119 -1.749 -0.033
C 0.015 -1.638 -2.525
N -0.089 -2.204 -3.530
H 0.284 0.888 -2.354
H 0.088 1.061 -0.516
H 0.492 -2.655 -0.106
H 0.161 -1.198 0.866
H -1.161 -2.073 0.059
C -0.302 1.830 1.862
O 0.620 0.837 1.461
H -0.489 1.777 2.940
H -1.241 1.632 1.333
H 0.027 2.842 1.595
H 1.522 1.137 1.611

[3]
ORCA calculation (ωB97M-V with the def2-TZVPD basis set) on a molecular structure, C28H37KN4O4.

Values from the calculation:
E	-2209.25216	Eh
ΔE to the lowest compared entry with this formula, charge and spin	0.0	kcal per mole
charge	-2

Element x y z (Å)
K -0.444 0.556 0.152
C -1.263 2.400 2.463
C -1.266 3.268 1.347
C -2.459 2.972 0.602
C -3.123 1.935 1.295
C -2.391 1.571 2.433
C -2.751 0.532 3.472
C -1.535 -0.340 3.811
C -3.872 -0.380 2.972
C -3.224 1.227 4.761
C -2.988 3.448 -0.755
C -2.182 2.833 -1.915
C -4.437 2.974 -0.961
C -3.036 4.977 -0.894
C -0.163 4.324 1.197
C 0.412 4.455 -0.219
C -0.665 5.699 1.679
C 1.042 3.969 2.085
H -0.479 2.339 3.202
H -4.038 1.461 0.976
H -1.201 -0.894 2.931
H -1.785 -1.062 4.597
H -0.699 0.268 4.155
H -3.575 -0.882 2.051
H -4.778 0.193 2.768
H -4.109 -1.139 3.724
H -2.435 1.871 5.151
H -3.496 0.498 5.533
H -4.092 1.856 4.550
H -2.281 1.746 -1.900
H -1.123 3.070 -1.852
H -2.555 3.191 -2.882
H -4.496 1.889 -1.006
H -4.818 3.366 -1.910
H -5.082 3.327 -0.155
H -2.052 5.434 -0.848
H -3.644 5.404 -0.093
H -3.485 5.254 -1.854
H -0.320 4.807 -0.942
H 0.797 3.494 -0.565
H 1.240 5.172 -0.217
H -1.516 6.046 1.098
H 0.128 6.453 1.614
H -0.987 5.622 2.719
H 1.426 2.976 1.846
H 0.783 3.993 3.143
H 1.842 4.697 1.922
O -1.818 -2.892 -2.684
C -1.214 -2.034 -2.013
O -1.580 -0.877 -1.710
C 0.188 -2.464 -1.514
C 0.739 -3.673 -1.934
C 2.018 -4.003 -1.520
C 2.714 -3.123 -0.705
C 2.082 -1.950 -0.309
N 0.850 -1.642 -0.705
C 2.800 -0.931 0.595
O 4.059 -1.022 0.614
O 2.089 -0.114 1.199
H 0.148 -4.309 -2.576
H 2.477 -4.935 -1.839
H 3.726 -3.310 -0.375
N 4.937 0.135 -1.942
C 3.642 0.361 -2.380
C 2.739 1.054 -1.546
N 1.469 1.204 -1.859
C 1.082 0.719 -3.049
C 1.982 0.128 -3.904
N 3.267 -0.065 -3.582
H 4.913 -0.203 -0.969
H 5.406 -0.526 -2.546
H 3.075 1.429 -0.586
H 0.029 0.778 -3.282
H 1.670 -0.232 -4.877

[4]
ORCA calculation (ωB97M-V with the def2-TZVPD basis set) on a molecular structure, C34H26BBrN15OS3V.

Values from the calculation:
multiplicity	2
E	-6945.37568	Eh
<S²>	0.770
ΔE to the lowest compared entry with this formula, charge and spin	0.0	kcal per mole
charge	-1

Element x y z (Å)
V 0.547 0.108 -0.860
C -1.871 3.421 3.423
C -1.458 2.083 3.303
N -0.397 1.975 2.516
N -0.088 3.225 2.135
C -0.956 4.115 2.666
B 1.242 3.590 1.461
N 1.457 3.235 -0.070
C 2.063 4.219 -0.760
C 2.738 3.704 -1.837
C 2.490 2.342 -1.754
N 1.707 2.037 -0.716
N 2.426 3.042 2.254
C 3.299 3.712 3.036
C 4.177 2.794 3.569
C 3.748 1.565 3.033
N 2.695 1.728 2.251
H -2.692 3.819 3.996
H -1.872 1.202 3.768
H -0.834 5.170 2.484
H 1.278 4.795 1.485
H 2.003 5.230 -0.396
H 3.316 4.226 -2.578
H 2.836 1.574 -2.417
H 3.231 4.782 3.147
H 5.005 2.986 4.230
H 4.161 0.576 3.167
Br -1.455 1.956 -0.836
C -2.546 1.088 -2.118
C -3.694 1.677 -2.544
C -4.527 0.967 -3.438
C -4.182 -0.286 -3.849
C -2.982 -0.901 -3.408
C -2.618 -2.199 -3.829
C -1.448 -2.752 -3.395
C -0.594 -2.034 -2.534
C -0.910 -0.780 -2.083
C -2.124 -0.198 -2.523
H -3.971 2.665 -2.199
H -5.441 1.428 -3.790
H -4.822 -0.836 -4.530
H -3.275 -2.735 -4.504
H -1.160 -3.747 -3.715
H 0.347 -2.493 -2.250
N 2.915 -1.606 -2.835
C 2.157 -0.636 -3.458
N 2.190 -0.368 -4.748
N 1.286 0.624 -4.902
N 0.746 0.929 -3.779
N 1.290 0.143 -2.817
C 3.113 -1.534 -1.475
N 4.136 -2.047 -0.834
N 3.912 -1.714 0.462
N 2.831 -1.046 0.587
N 2.270 -0.908 -0.643
H 3.684 -1.971 -3.372
O -0.228 -0.863 0.346
C -0.820 -2.007 0.983
C -2.257 -2.066 0.477
C -3.075 -0.974 0.466
C -4.355 -1.231 -0.080
C -4.497 -2.529 -0.465
S -3.079 -3.428 -0.176
C 0.061 -3.223 0.715
C 1.262 -3.429 1.333
C 1.953 -4.574 0.865
C 1.249 -5.247 -0.084
S -0.235 -4.481 -0.429
C -0.801 -1.717 2.474
C 0.104 -0.965 3.152
C -0.131 -0.980 4.555
C -1.197 -1.749 4.904
S -1.943 -2.454 3.533
H -2.749 -0.010 0.819
H -5.129 -0.485 -0.187
H -5.358 -3.005 -0.907
H 1.647 -2.765 2.088
H 2.930 -4.870 1.218
H 1.522 -6.152 -0.603
H 0.888 -0.394 2.675
H 0.464 -0.419 5.262
H -1.600 -1.919 5.890

[5]
ORCA calculation (ωB97M-V with the def2-TZVPD basis set) on C5H9NO in the gas phase at a distorted geometry.

Values from the calculation:
E	-325.80513	Eh
SMILES string	O=CN1CCCC1
ΔE to the lowest compared entry with this formula, charge and spin	83.1	kcal per mole

Element x y z (Å)
O 2.362 0.444 -0.183
C 1.570 -0.377 0.284
N 0.521 -0.155 1.147
C -0.150 1.079 0.932
C -0.329 1.154 -0.640
C -0.741 -0.423 -0.988
C -0.508 -1.081 0.380
H 1.760 -1.474 0.242
H 0.688 1.553 1.503
H -0.971 0.662 1.531
H -1.270 1.680 -0.800
H 0.557 1.397 -1.244
H -1.786 -0.365 -1.295
H -0.140 -0.760 -1.856
H -1.516 -1.236 0.815
H -0.047 -2.098 0.171

[6]
ORCA calculation (ωB97M-V with the def2-TZVPD basis set) on 16 unconnected molecules or ions with the total composition H33NO15 at a distorted geometry.

Values from the calculation:
E	-1202.97244	Eh
ΔE to the lowest compared entry with this formula, charge and spin	96.6	kcal per mole

Element x y z (Å)
N 0.204 2.611 -1.262
H -0.421 3.169 -0.556
H 0.712 1.914 -0.852
H 0.709 3.302 -1.521
H -2.770 2.948 -2.503
H -1.735 4.013 -2.097
O -2.671 3.831 -2.021
H -1.439 -2.099 0.897
H -0.242 -1.405 1.579
O -1.060 -1.199 1.123
H -1.942 3.193 1.669
H -2.891 3.795 0.486
O -2.071 3.726 0.844
H 2.123 -1.822 0.404
H 1.727 -1.748 1.784
O 1.320 -2.082 0.994
H 4.433 -1.105 0.579
H 4.520 0.044 -0.488
O 3.814 -0.478 0.051
H 3.673 1.932 2.605
H 3.998 0.586 2.216
O 4.136 1.219 2.777
H -3.681 -2.925 -0.861
H -2.370 -3.661 -0.651
O -2.915 -2.888 -0.438
H -1.624 -0.666 -0.261
H -2.716 -0.132 -1.312
O -1.817 -0.508 -1.230
H -2.890 0.938 3.234
H -2.499 0.342 1.873
O -2.835 1.147 2.277
H 2.595 -2.740 -2.626
H 1.468 -3.340 -3.480
O 1.868 -3.347 -2.630
H -0.610 0.827 3.570
H -0.814 1.451 2.189
O -0.199 1.465 2.889
H 1.510 0.049 2.762
H 2.595 0.466 3.833
O 2.148 -0.269 3.344
H 0.810 0.030 -1.965
H 1.267 -0.350 -0.547
O 1.646 -0.079 -1.418
H -1.473 -2.621 -1.796
H -0.056 -3.580 -1.722
O -0.859 -3.182 -2.103
H -0.301 -0.071 -2.691
H -1.336 -0.767 -3.594
O -1.042 0.067 -3.353